{
  "formula": "C6H9NO4",
  "method": "ωB97M-V with the def2-TZVPD basis set",
  "e_lumo_ev": 0.23,
  "total_energy_ev": -16037.6684,
  "e_above_lowest_kj_mol": 1082.7,
  "spin_multiplicity": 1,
  "homo_ha": -0.3465,
  "species": ["C", "H", "H", "H", "H", "N", "H", "C", "C", "C", "H", "H", "O", "O", "H", "O", "C", "C", "H", "O"],
  "xyz": [[-1.607, -0.595, 0.326], [3.968, 0.129, -0.927], [-0.459, -2.561, 0.412], [-1.630, -0.152, -1.721], [2.909, 2.091, -0.155], [-1.080, -1.914, -0.149], [3.769, 0.323, 1.425], [-1.426, 2.041, -0.381], [3.169, 0.592, 0.055], [1.729, -0.001, 0.349], [-2.336, 1.493, 0.389], [-2.098, 2.601, -1.306], [-0.327, 1.245, -0.635], [-1.998, -0.082, 1.411], [-0.936, 3.172, 0.210], [0.901, 0.113, 1.303], [-0.979, -0.056, -0.798], [-0.026, -1.054, -0.956], [0.024, -1.421, -1.936], [1.323, -1.005, -0.444]],
  "atomic_forces_ev_per_a": [[-0.3, -1.2, 7.6], [-3.1, 1.4, 3.4], [-1.8, 0.8, 0.1], [0.4, 0.8, 0.9], [1.0, -4.8, 0.8], [2.3, 0.1, 1.0], [-1.6, 1.2, -4.5], [-3.3, 6.1, 2.4], [1.1, 1.7, 1.7], [-3.0, -0.9, 3.7], [3.2, 2.1, -2.4], [2.2, -2.1, 1.8], [-3.0, -1.3, -1.3], [0.6, -3.4, -4.3], [-1.7, -3.7, -1.5], [4.4, 1.6, -2.0], [0.4, 7.4, -4.2], [1.2, -4.8, 1.4], [0.8, -0.7, -1.2], [-0.1, -0.5, -3.2]],
  "lowdin_charge": [-0.33, 0.14, 0.16, 0.20, 0.21, 0.17, 0.20, -0.20, -0.06, -0.54, 0.16, 0.12, -0.14, 0.07, 0.16, 0.05, -0.34, -0.20, 0.14, 0.03]
}